9 unconnected molecules or ions with the total composition C29H79N5O17 in a non-equilibrium geometry. Source: the Open Molecules 2025 dataset; level of theory: ωB97M-V/def2-TZVPD.

Cartesian coordinates (Å):
C (5.77, -0.16, -0.75)
O (4.80, 0.41, -1.27)
N (5.81, -0.78, 0.39)
N (7.00, 0.00, -1.22)
H (4.96, -0.83, 0.92)
H (6.65, -1.19, 0.78)
H (7.02, 0.46, -2.12)
H (7.66, -0.75, -1.06)
C (-1.75, 4.46, -2.74)
O (-0.81, 5.08, -3.55)
C (-0.37, 6.38, -3.12)
C (1.03, 6.72, -3.68)
N (2.07, 5.84, -3.10)
C (2.23, 5.64, -1.65)
C (3.37, 4.72, -1.24)
O (3.48, 4.63, 0.14)
C (4.19, 3.42, 0.55)
H (-1.24, 4.32, -1.79)
H (-2.09, 3.52, -3.18)
H (-2.68, 4.99, -2.52)
H (-0.41, 6.51, -2.04)
H (-1.11, 7.08, -3.51)
H (1.34, 7.74, -3.42)
H (1.03, 6.69, -4.77)
H (2.90, 5.93, -3.67)
H (1.34, 5.09, -1.33)
H (2.41, 6.57, -1.11)
H (4.27, 5.05, -1.75)
H (3.07, 3.74, -1.61)
H (3.61, 2.57, 0.19)
H (4.22, 3.35, 1.64)
H (5.20, 3.43, 0.16)
C (-3.49, -8.08, 5.46)
O (-3.61, -6.90, 4.59)
C (-4.78, -7.01, 3.79)
C (-4.78, -6.02, 2.60)
N (-4.47, -4.68, 3.08)
C (-3.92, -3.82, 2.08)
C (-4.93, -3.46, 0.92)
O (-4.25, -2.77, -0.12)
C (-3.98, -1.34, 0.03)
H (-4.37, -8.29, 6.07)
H (-2.66, -7.99, 6.15)
H (-3.40, -9.03, 4.93)
H (-5.64, -6.76, 4.40)
H (-4.92, -7.96, 3.28)
H (-5.78, -5.99, 2.18)
H (-4.07, -6.32, 1.83)
H (-3.81, -4.80, 3.83)
H (-2.98, -4.21, 1.69)
H (-3.56, -2.86, 2.47)
H (-5.85, -3.06, 1.36)
H (-5.29, -4.41, 0.53)
H (-4.67, -0.94, 0.77)
H (-3.98, -0.90, -0.96)
H (-2.98, -1.07, 0.39)
C (3.96, 1.74, 4.77)
O (2.70, 1.14, 4.50)
C (2.24, 1.51, 3.19)
C (0.80, 0.92, 2.92)
N (0.83, -0.51, 3.20)
C (-0.38, -1.18, 2.79)
C (-0.53, -2.50, 3.51)
O (-0.39, -2.35, 4.92)
C (-1.58, -1.93, 5.59)
H (4.69, 1.62, 3.97)
H (4.42, 1.21, 5.60)
H (3.87, 2.80, 5.03)
H (2.98, 1.15, 2.46)
H (2.12, 2.59, 3.28)
H (0.44, 1.10, 1.91)
H (0.20, 1.45, 3.67)
H (0.95, -0.61, 4.20)
H (-0.44, -1.25, 1.70)
H (-1.20, -0.52, 3.05)
H (0.33, -3.08, 3.17)
H (-1.46, -2.97, 3.17)
H (-2.38, -2.51, 5.13)
H (-1.76, -0.85, 5.51)
H (-1.62, -2.12, 6.66)
C (-0.34, 1.34, -1.26)
C (0.94, 0.52, -1.29)
O (2.07, 1.40, -1.13)
O (-1.48, 0.54, -1.29)
H (-0.27, 2.07, -2.07)
H (-0.32, 1.90, -0.32)
H (0.99, 0.11, -2.30)
H (0.93, -0.30, -0.58)
H (2.81, 0.91, -0.77)
H (-1.35, -0.23, -0.73)
C (0.45, 4.99, 1.79)
C (0.08, 6.51, 1.79)
O (-0.65, 7.00, 0.66)
O (-0.66, 4.14, 1.85)
H (1.12, 4.66, 2.59)
H (0.97, 4.76, 0.85)
H (1.05, 7.00, 1.68)
H (-0.45, 6.80, 2.70)
H (-0.73, 7.95, 0.73)
H (-1.23, 4.33, 1.10)
C (-3.05, -0.23, -4.99)
C (-2.28, 0.98, -4.39)
O (-2.00, 1.89, -5.45)
O (-4.41, -0.08, -5.16)
H (-2.95, -1.15, -4.40)
H (-2.61, -0.47, -5.96)
H (-1.35, 0.61, -3.96)
H (-2.81, 1.47, -3.57)
H (-2.87, 2.21, -5.71)
H (-4.71, -0.68, -5.85)
C (0.39, -2.66, -4.93)
C (-0.55, -3.92, -5.05)
O (-1.90, -3.50, -4.89)
O (0.04, -2.02, -3.71)
H (0.31, -2.04, -5.83)
H (1.45, -2.89, -4.99)
H (-0.20, -4.66, -4.34)
H (-0.47, -4.36, -6.04)
H (-2.38, -4.25, -4.55)
H (-0.91, -2.05, -3.62)
C (2.73, -2.94, -1.41)
C (3.43, -3.89, -0.44)
O (3.37, -5.22, -0.88)
O (1.27, -2.98, -1.30)
H (2.99, -3.14, -2.45)
H (3.04, -1.91, -1.21)
H (3.05, -3.87, 0.59)
H (4.47, -3.57, -0.45)
H (2.43, -5.42, -0.82)
H (0.92, -2.47, -2.04)

As for the total charge: 0. As for the energy above the lowest of the compared OMol25 structures with the same formula, charge and spin: 2.536 eV. The calculation puts the largest force on an atom at 4.506 eV/Å.



10 unconnected molecules or ions with the total composition C29H85O40P9S in a non-equilibrium geometry. Source: the Open Molecules 2025 dataset; level of theory: ωB97M-V/def2-TZVPD.

Cartesian coordinates (Å):
C (-22.93, 6.30, 15.30)
O (-24.30, 6.24, 14.88)
P (-24.66, 5.25, 13.67)
O (-26.08, 5.21, 13.34)
O (-23.73, 5.73, 12.49)
C (-23.60, 4.98, 11.29)
O (-24.03, 3.83, 14.03)
C (-24.46, 3.06, 15.15)
H (-22.66, 7.33, 15.52)
H (-22.26, 5.91, 14.54)
H (-22.85, 5.70, 16.21)
H (-24.14, 5.40, 10.44)
H (-23.85, 3.93, 11.44)
H (-22.53, 4.96, 11.05)
H (-23.55, 2.64, 15.59)
H (-25.06, 2.21, 14.84)
H (-24.94, 3.68, 15.91)
C (-19.52, 12.22, 4.71)
O (-20.89, 12.50, 4.39)
P (-21.22, 13.69, 3.39)
O (-20.52, 13.58, 2.11)
O (-20.97, 15.02, 4.21)
C (-20.35, 16.14, 3.60)
O (-22.80, 13.61, 3.31)
C (-23.42, 12.59, 2.53)
H (-19.18, 11.41, 4.07)
H (-19.51, 11.83, 5.73)
H (-18.85, 13.07, 4.66)
H (-19.28, 15.96, 3.48)
H (-20.48, 17.02, 4.23)
H (-20.78, 16.40, 2.63)
H (-24.03, 13.01, 1.73)
H (-24.09, 12.06, 3.21)
H (-22.71, 11.86, 2.14)
C (-16.82, 5.77, 1.91)
O (-15.84, 5.98, 2.94)
P (-15.88, 7.35, 3.77)
O (-15.30, 8.54, 3.15)
O (-15.15, 6.93, 5.13)
C (-13.74, 7.05, 5.26)
O (-17.40, 7.40, 4.21)
C (-18.32, 8.47, 3.94)
H (-16.32, 5.62, 0.95)
H (-17.60, 6.52, 1.78)
H (-17.34, 4.87, 2.23)
H (-13.27, 6.13, 4.92)
H (-13.49, 7.18, 6.31)
H (-13.36, 7.92, 4.72)
H (-18.85, 8.54, 4.89)
H (-19.03, 8.13, 3.19)
H (-17.84, 9.44, 3.80)
C (-24.05, 9.50, 13.47)
O (-23.98, 9.42, 12.03)
P (-25.33, 9.21, 11.21)
O (-25.90, 7.87, 11.26)
O (-26.29, 10.39, 11.71)
C (-27.66, 10.13, 12.02)
O (-24.85, 9.65, 9.77)
C (-24.25, 10.88, 9.39)
H (-25.07, 9.43, 13.86)
H (-23.72, 10.51, 13.72)
H (-23.43, 8.72, 13.88)
H (-27.99, 10.81, 12.80)
H (-27.75, 9.13, 12.47)
H (-28.26, 10.12, 11.11)
H (-23.25, 10.66, 9.01)
H (-24.12, 11.52, 10.26)
H (-24.84, 11.33, 8.59)
C (-22.40, 7.33, 2.83)
O (-21.55, 7.01, 3.93)
P (-20.85, 5.59, 4.03)
O (-20.03, 5.25, 2.87)
O (-20.22, 5.63, 5.50)
C (-18.88, 5.12, 5.69)
O (-22.04, 4.54, 4.21)
C (-22.93, 4.54, 5.33)
H (-22.68, 8.38, 2.94)
H (-23.25, 6.66, 2.87)
H (-21.90, 7.21, 1.86)
H (-18.93, 4.30, 6.41)
H (-18.22, 5.91, 6.02)
H (-18.48, 4.77, 4.74)
H (-22.71, 5.32, 6.06)
H (-22.85, 3.56, 5.81)
H (-23.95, 4.70, 4.98)
C (-16.05, 9.75, 15.63)
O (-16.08, 10.33, 14.33)
P (-14.79, 11.09, 13.75)
O (-13.53, 10.47, 14.16)
O (-15.04, 11.09, 12.20)
C (-16.35, 11.26, 11.65)
O (-15.00, 12.62, 14.17)
C (-14.91, 13.04, 15.52)
H (-16.00, 8.67, 15.50)
H (-16.92, 10.00, 16.23)
H (-15.18, 10.07, 16.20)
H (-16.71, 10.34, 11.20)
H (-16.27, 12.01, 10.85)
H (-17.07, 11.55, 12.41)
H (-14.28, 13.93, 15.55)
H (-14.45, 12.30, 16.18)
H (-15.88, 13.34, 15.91)
C (-17.19, 7.40, 12.62)
O (-15.79, 7.42, 12.43)
P (-14.98, 6.72, 11.24)
O (-15.04, 7.40, 9.94)
O (-13.59, 6.54, 11.94)
C (-12.78, 7.62, 12.39)
O (-15.63, 5.25, 11.23)
C (-15.11, 4.16, 12.00)
H (-17.47, 6.70, 13.41)
H (-17.71, 7.17, 11.70)
H (-17.50, 8.38, 12.99)
H (-13.25, 8.60, 12.38)
H (-11.83, 7.72, 11.87)
H (-12.56, 7.38, 13.43)
H (-14.78, 3.38, 11.31)
H (-15.93, 3.76, 12.60)
H (-14.25, 4.37, 12.63)
C (-20.76, 3.99, 12.94)
O (-20.70, 3.12, 11.81)
P (-19.38, 2.33, 11.40)
O (-18.22, 2.47, 12.30)
O (-19.89, 0.87, 11.15)
C (-20.24, 0.02, 12.25)
O (-19.05, 2.82, 9.93)
C (-18.65, 4.17, 9.72)
H (-21.04, 5.00, 12.65)
H (-19.79, 4.03, 13.44)
H (-21.42, 3.56, 13.68)
H (-19.69, -0.90, 12.08)
H (-21.32, -0.18, 12.23)
H (-20.10, 0.48, 13.22)
H (-18.78, 4.82, 10.59)
H (-19.24, 4.50, 8.87)
H (-17.56, 4.24, 9.58)
C (-17.08, 13.05, 8.36)
O (-16.20, 11.94, 8.17)
P (-15.85, 11.48, 6.69)
O (-17.03, 10.92, 6.02)
O (-15.29, 12.82, 6.05)
C (-14.98, 12.91, 4.65)
O (-14.55, 10.61, 6.89)
C (-14.34, 9.64, 7.93)
H (-17.99, 12.75, 8.87)
H (-17.39, 13.48, 7.40)
H (-16.58, 13.84, 8.91)
H (-15.88, 12.78, 4.07)
H (-14.20, 12.19, 4.39)
H (-14.53, 13.89, 4.50)
H (-14.60, 8.65, 7.56)
H (-14.77, 9.89, 8.89)
H (-13.25, 9.59, 8.05)
C (-19.06, 8.78, 7.74)
C (-18.28, 8.52, 9.02)
O (-19.12, 7.76, 9.88)
S (-20.62, 7.69, 9.27)
O (-21.31, 8.89, 9.61)
O (-21.27, 6.44, 9.47)
O (-20.09, 7.79, 7.74)
H (-18.51, 8.61, 6.82)
H (-19.38, 9.82, 7.64)
H (-18.16, 9.48, 9.51)
H (-17.33, 8.00, 8.86)

As for the total charge: 0. As for the energy above the lowest of the compared OMol25 structures with the same formula, charge and spin: 0.000 eV. The calculation puts the largest force on an atom at 1.594 eV/Å.



11 unconnected molecules or ions with the total composition C29H86N14O11 in a non-equilibrium geometry. Source: the Open Molecules 2025 dataset; level of theory: ωB97M-V/def2-TZVPD.

Cartesian coordinates (Å):
C (0.01, -0.66, -0.11)
O (-0.63, -0.10, 1.08)
H (0.58, -1.56, 0.12)
H (-0.80, -0.76, -0.83)
H (0.65, 0.15, -0.46)
H (-1.27, 0.54, 0.74)
C (-2.84, 2.13, 0.48)
O (-1.92, 2.29, -0.34)
N (-4.01, 1.54, 0.19)
N (-2.78, 2.66, 1.75)
H (-4.10, 1.07, -0.71)
H (-4.72, 1.44, 0.88)
H (-3.41, 2.42, 2.49)
H (-1.87, 3.06, 1.92)
C (1.45, 0.37, -4.93)
O (0.23, 0.42, -5.09)
N (2.32, -0.15, -5.83)
N (2.09, 0.87, -3.83)
H (3.25, -0.43, -5.58)
H (1.90, -0.30, -6.73)
H (1.68, 1.41, -3.06)
H (3.08, 0.75, -3.77)
C (-2.85, 0.57, -3.36)
O (-3.98, 0.67, -2.85)
N (-1.73, 1.02, -2.75)
N (-2.58, 0.06, -4.58)
H (-1.87, 1.44, -1.83)
H (-0.95, 1.30, -3.33)
H (-1.62, -0.02, -4.87)
H (-3.29, -0.27, -5.20)
C (-0.70, 3.01, 4.71)
O (-1.61, 2.33, 5.15)
N (-0.08, 4.02, 5.39)
N (-0.12, 2.69, 3.52)
H (0.68, 4.58, 4.98)
H (-0.27, 4.10, 6.37)
H (-0.45, 1.92, 2.97)
H (0.67, 3.22, 3.21)
C (7.17, -3.30, 0.60)
C (5.88, -3.94, 1.11)
C (4.64, -3.12, 0.81)
O (4.83, -1.76, 1.25)
C (5.05, -0.86, 0.16)
N (5.73, -5.32, 0.51)
H (7.40, -2.41, 1.19)
H (7.15, -2.90, -0.42)
H (8.03, -3.96, 0.78)
H (6.12, -4.21, 2.14)
H (3.78, -3.58, 1.30)
H (4.38, -3.08, -0.25)
H (5.44, -1.35, -0.73)
H (5.67, -0.04, 0.52)
H (4.07, -0.41, -0.02)
H (6.28, -5.94, 1.08)
H (6.19, -5.20, -0.39)
C (-1.89, -0.70, 4.49)
C (-1.78, -2.19, 4.24)
C (-0.35, -2.66, 3.99)
O (-0.45, -3.98, 3.48)
C (0.71, -4.77, 3.43)
N (-2.42, -2.93, 5.33)
H (-1.50, -0.39, 5.46)
H (-2.90, -0.30, 4.46)
H (-1.41, -0.27, 3.61)
H (-2.41, -2.32, 3.36)
H (0.15, -2.64, 4.96)
H (0.13, -2.07, 3.20)
H (1.13, -4.88, 4.44)
H (1.39, -4.25, 2.74)
H (0.51, -5.77, 3.06)
H (-2.43, -3.94, 5.15)
H (-1.77, -2.99, 6.12)
C (-7.82, -1.08, -0.41)
C (-6.47, -0.88, -1.11)
C (-5.30, -1.67, -0.50)
O (-5.24, -1.37, 0.87)
C (-4.05, -1.73, 1.53)
N (-6.53, -1.04, -2.55)
H (-8.65, -0.78, -1.05)
H (-7.74, -0.54, 0.53)
H (-7.98, -2.12, -0.12)
H (-6.28, 0.20, -1.02)
H (-4.40, -1.32, -1.02)
H (-5.30, -2.73, -0.81)
H (-4.06, -1.39, 2.56)
H (-3.12, -1.49, 0.98)
H (-3.92, -2.83, 1.50)
H (-5.68, -0.61, -2.92)
H (-6.50, -1.99, -2.91)
C (2.26, 4.77, -2.55)
C (0.88, 4.19, -2.31)
C (0.08, 4.07, -3.63)
O (-0.09, 5.36, -4.17)
C (-0.46, 5.35, -5.52)
N (1.02, 2.82, -1.73)
H (2.92, 4.24, -3.25)
H (2.84, 4.80, -1.63)
H (2.13, 5.79, -2.91)
H (0.32, 4.76, -1.56)
H (-0.90, 3.57, -3.56)
H (0.65, 3.39, -4.27)
H (0.01, 4.54, -6.08)
H (-0.18, 6.26, -6.04)
H (-1.54, 5.30, -5.66)
H (0.06, 2.50, -1.60)
H (1.33, 2.94, -0.77)
C (3.44, 6.06, 2.62)
C (2.70, 5.00, 3.39)
C (3.29, 3.62, 3.06)
O (2.91, 3.26, 1.74)
C (3.22, 1.92, 1.43)
N (2.64, 5.19, 4.85)
H (3.46, 5.91, 1.54)
H (4.45, 6.13, 3.03)
H (3.10, 7.09, 2.75)
H (1.63, 4.97, 3.15)
H (2.93, 2.82, 3.72)
H (4.38, 3.73, 3.16)
H (2.43, 1.26, 1.78)
H (4.19, 1.60, 1.83)
H (3.35, 1.85, 0.35)
H (3.54, 5.05, 5.31)
H (2.43, 6.16, 5.07)
C (-0.45, -3.01, -4.22)
C (-0.55, -4.36, -3.48)
C (-0.96, -4.13, -2.03)
O (-1.12, -5.33, -1.31)
C (-1.32, -5.03, 0.08)
N (-1.46, -5.23, -4.22)
H (0.21, -2.39, -3.61)
H (-1.37, -2.42, -4.18)
H (-0.23, -3.07, -5.28)
H (0.48, -4.73, -3.53)
H (-1.92, -3.60, -2.08)
H (-0.24, -3.45, -1.56)
H (-0.43, -4.47, 0.37)
H (-1.26, -6.00, 0.56)
H (-2.29, -4.55, 0.25)
H (-2.29, -4.69, -4.46)
H (-1.85, -5.87, -3.52)

As for the total charge: 0. As for the energy above the lowest of the compared OMol25 structures with the same formula, charge and spin: 0.000 eV. The calculation puts the largest force on an atom at 2.415 eV/Å.



Number 1: frontier orbital gap 8.281 eV. Number 2: frontier orbital gap 10.141 eV. Number 3: frontier orbital gap 8.755 eV.